Below is a molecular structure, C25H33I2O2P2PtSi, with properties calculated with wB97M-V/def2-TZVPD.

Highest occupied orbital energy (alpha / beta) ... -15.9 / -15.5 eV
Gap between HOMO and LUMO (alpha / beta) ... 7.0006 / 2.6344 eV
Energy above the lowest of the compared OMol25 structures with the same formula, charge and spin ... 33.8 kcal per mole

Geometry as ORCA input:
```
! RIJCOSX wB97M-V def2-TZVPD def2/J DEFGRID3
* xyz 3 5
I -1.482 4.593 0.969
I -2.312 1.486 -0.636
Pt 0.177 0.045 0.042
P 0.926 0.737 -2.094
C 0.597 2.490 -2.403
C 2.719 0.405 -2.080
H 3.145 1.198 -2.738
H 0.592 -0.102 -4.338
H 2.906 -0.627 -2.493
H 0.362 -1.373 -3.139
H 0.984 3.097 -1.587
H 3.061 0.535 -1.016
C 0.161 -0.316 -3.353
H 1.108 2.766 -3.327
H -0.922 -0.136 -3.387
H -0.476 2.668 -2.497
P -1.049 -0.720 1.941
C -2.128 0.501 2.741
C -1.840 -2.234 1.382
H 1.052 -1.772 2.548
H -0.219 -1.940 3.812
H 0.646 -0.383 3.589
C 0.237 -1.265 3.083
H -1.174 -2.787 0.719
H -2.087 -2.870 2.234
H -2.570 0.026 3.622
H -2.913 0.833 2.055
H -2.756 -2.003 0.834
H -1.548 1.369 3.062
C 0.494 1.731 0.837
O 0.771 2.751 1.365
O 0.597 -2.136 -0.562
Si 1.790 -3.209 -0.309
C 3.022 -2.804 1.136
C 3.456 -3.951 1.832
C 4.379 -3.816 2.890
C 4.748 -2.504 3.292
C 4.308 -1.348 2.600
C 3.497 -1.522 1.471
C 0.876 -4.791 0.056
C 0.150 -4.950 1.233
C -0.538 -6.140 1.455
C -0.634 -7.086 0.406
C 0.110 -6.921 -0.799
C 0.858 -5.742 -0.973
C 2.750 -3.277 -1.900
C 4.141 -3.205 -1.796
C 4.921 -3.176 -2.961
C 4.266 -3.154 -4.225
C 2.853 -3.282 -4.310
C 2.100 -3.331 -3.135
H 3.030 -4.944 1.558
H 4.760 -4.747 3.361
H 5.379 -2.371 4.181
H 4.579 -0.337 2.944
H 3.195 -0.650 0.894
H 0.060 -4.165 1.967
H -1.005 -6.364 2.421
H -1.301 -7.979 0.507
H 0.109 -7.715 -1.577
H 1.412 -5.549 -1.900
H 4.608 -3.142 -0.806
H 6.025 -3.185 -2.879
H 4.871 -3.034 -5.162
H 2.376 -3.350 -5.301
H 1.023 -3.386 -3.205
*
```

***

Below is C25H33N3O4 in the gas phase, with properties calculated with wB97M-V/def2-TZVPD.

Highest occupied orbital energy ... -7.7 eV
Gap between HOMO and LUMO ... 8.0436 eV
Energy above the lowest of the compared OMol25 structures with the same formula, charge and spin ... 26.7 kcal per mole

Geometry as ORCA input:
```
! RIJCOSX wB97M-V def2-TZVPD def2/J DEFGRID3
* xyz 0 1
C 6.614 0.204 -0.439
C 5.235 0.107 0.196
O 4.366 0.916 -0.575
C 3.052 1.072 -0.257
C 2.384 2.005 -1.048
C 1.041 2.277 -0.904
C 0.319 1.594 0.064
N -1.054 1.759 0.252
C -1.967 2.383 -0.530
O -1.728 3.117 -1.462
C -3.405 2.035 -0.124
N -3.487 1.359 1.165
C -3.689 2.304 2.249
C -4.468 0.282 1.168
C -3.986 -0.898 0.316
O -4.703 -1.481 -0.468
N -2.705 -1.227 0.564
C -1.946 -2.241 -0.148
C -1.257 -3.156 0.865
C -0.183 -3.990 0.181
C 0.924 -3.070 -0.321
C 0.372 -1.960 -1.172
C 1.213 -1.293 -2.055
C 0.741 -0.284 -2.870
C -0.600 0.058 -2.831
C -1.443 -0.597 -1.956
C -0.967 -1.590 -1.106
C 0.972 0.678 0.880
C 2.324 0.399 0.741
O 2.967 -0.547 1.511
C 2.463 -0.863 2.792
C 2.515 0.313 3.761
H 7.321 -0.404 0.117
H 6.574 -0.144 -1.467
H 6.952 1.237 -0.438
H 4.888 -0.933 0.198
H 5.269 0.466 1.232
H 2.967 2.516 -1.798
H 0.548 2.994 -1.537
H -1.478 1.216 0.998
H -4.008 2.951 -0.159
H -3.784 1.375 -0.909
H -3.609 1.784 3.203
H -2.912 3.066 2.200
H -4.668 2.800 2.201
H -5.455 0.596 0.800
H -4.588 -0.077 2.195
H -2.191 -0.645 1.207
H -2.684 -2.809 -0.728
H -0.789 -2.543 1.642
H -2.001 -3.794 1.345
H -0.624 -4.528 -0.661
H 0.225 -4.725 0.877
H 1.458 -2.636 0.529
H 1.655 -3.639 -0.900
H 2.255 -1.576 -2.098
H 1.413 0.226 -3.543
H -0.986 0.835 -3.472
H -2.494 -0.350 -1.936
H 0.395 0.156 1.629
H 3.121 -1.665 3.140
H 1.443 -1.266 2.730
H 2.161 -0.001 4.739
H 3.537 0.671 3.856
H 1.896 1.133 3.405
*
```

***

Below is a molecular structure, C25H33O2Sm, with properties calculated with wB97M-V/def2-TZVPD.

Highest occupied orbital energy (alpha / beta) ... -7.6 / -7.6 eV
Gap between HOMO and LUMO (alpha / beta) ... 7.9050 / 7.9170 eV
Energy above the lowest of the compared OMol25 structures with the same formula, charge and spin ... 37.1 kcal per mole

Geometry as ORCA input:
```
! RIJCOSX wB97M-V def2-TZVPD def2/J DEFGRID3
* xyz 0 6
O -1.504 2.377 1.696
C -2.967 2.428 1.625
C -3.273 3.773 2.190
H -3.434 1.715 2.306
H -3.313 2.445 0.586
C -1.749 3.702 2.311
H -3.861 3.654 3.103
H -3.711 4.465 1.461
C -1.394 3.744 3.786
H -1.888 2.939 4.347
H -1.757 4.703 4.207
H -0.313 3.675 3.954
C -1.145 4.863 1.552
H -1.461 4.885 0.504
H -0.053 4.828 1.595
H -1.483 5.799 2.033
Sm 1.822 -0.606 -0.625
C 3.316 -0.635 -2.799
C 2.158 -1.361 -3.218
C 1.037 -0.476 -3.195
H 2.144 -2.392 -3.572
C 1.509 0.840 -2.811
C 2.921 0.721 -2.553
H 3.580 1.533 -2.246
H 4.332 -1.032 -2.768
H 0.002 -0.748 -3.434
H 0.937 1.778 -2.883
C 3.922 -1.175 0.685
C 3.936 0.244 0.498
C 2.823 0.810 1.217
H 4.694 0.796 -0.056
C 2.143 -0.266 1.889
C 2.834 -1.481 1.575
H 2.589 -2.481 1.939
H 4.669 -1.888 0.309
H 2.565 1.874 1.276
H 1.286 -0.175 2.561
O -2.931 0.357 0.603
C -1.793 0.613 -0.257
C -2.396 0.521 -1.659
H -1.003 -0.184 -0.154
H -1.298 1.549 -0.136
C -3.594 -0.467 -1.474
H -1.644 0.164 -2.385
H -2.776 1.513 -1.986
C -3.451 -0.899 0.002
H -3.466 -1.311 -2.183
H -4.588 0.002 -1.631
H -2.687 -1.729 -0.095
H -4.345 -1.291 0.510
C 1.201 -5.971 -0.845
C 2.373 -5.319 -1.221
C 2.467 -3.902 -1.100
C 1.382 -3.173 -0.603
C 0.220 -3.811 -0.234
C 0.114 -5.229 -0.343
H 1.117 -7.056 -0.949
H 3.233 -5.881 -1.618
H 3.393 -3.397 -1.401
H -0.636 -3.234 0.154
H -0.805 -5.740 -0.041
*
```

***

Below is a molecular structure, C25H34AgClN3O, with properties calculated with wB97M-V/def2-TZVPD.

Highest occupied orbital energy ... -10.7 eV
Gap between HOMO and LUMO ... 7.5377 eV

Geometry as ORCA input:
```
! RIJCOSX wB97M-V def2-TZVPD def2/J DEFGRID3
* xyz 1 1
Ag 3.460 0.482 0.417
C 6.721 -0.070 1.969
C 5.594 0.901 1.769
C 5.630 1.828 0.716
C 4.705 2.879 0.643
C 4.868 3.959 -0.385
C 3.701 2.961 1.612
C 3.607 2.023 2.644
C 2.558 2.164 3.705
C 4.556 0.995 2.709
H 6.518 -1.029 1.494
H 6.873 -0.254 3.029
H 7.640 0.323 1.543
H 6.469 1.815 0.032
H 4.269 3.750 -1.271
H 5.906 4.042 -0.694
H 4.543 4.916 0.015
H 3.035 3.812 1.611
H 1.600 1.789 3.345
H 2.421 3.208 3.970
H 2.828 1.604 4.595
H 4.566 0.339 3.570
C -1.046 -1.023 -3.016
C -2.341 -0.211 -3.139
C -2.042 0.991 -4.050
C -3.390 -1.087 -3.839
C -2.925 0.317 -1.781
O -4.009 1.193 -2.068
C -3.482 -0.752 -0.808
C -2.659 -2.001 -0.498
C -3.121 -2.722 0.741
C -4.448 -2.754 1.145
C -4.834 -3.468 2.264
C -3.889 -4.174 2.991
Cl -4.370 -5.084 4.377
C -2.559 -4.153 2.605
C -2.186 -3.427 1.490
C -1.997 1.324 -1.039
N -0.823 0.841 -0.376
C 0.451 0.969 -0.742
N 1.240 0.421 0.180
C 0.360 -0.029 1.114
N -0.879 0.218 0.797
H -0.672 -1.225 -4.018
H -1.202 -1.977 -2.528
H -0.272 -0.482 -2.478
H -1.888 0.648 -5.069
H -1.140 1.515 -3.739
H -2.870 1.695 -4.047
H -2.982 -1.458 -4.774
H -4.286 -0.522 -4.083
H -3.669 -1.944 -3.234
H -4.704 0.697 -2.518
H -4.445 -1.067 -1.217
H -3.688 -0.237 0.133
H -1.610 -1.746 -0.358
H -2.728 -2.709 -1.330
H -5.202 -2.221 0.589
H -5.866 -3.481 2.571
H -1.826 -4.701 3.175
H -1.148 -3.416 1.191
H -2.636 1.786 -0.283
H -1.708 2.098 -1.751
H 0.789 1.453 -1.638
H 0.638 -0.532 2.019
*
```

***

Respective max |F| values: 6.4, 0.6, 3.6, 1.3 eV Å⁻¹.